98
Properties=species:S:1:pos:R:3:lowdin_charge:R:1 method="wB97M-V/def2-TZVPD" homo_lumo_gap_ev=7.32 e_above_lowest_ev=0.111 total_charge=-1
Mg 1.2145 1.0946 0.2289 0.540
C 4.2074 1.4891 -0.6476 -0.063
N 2.8632 2.0013 -0.9863 -0.219
C 2.8459 3.4676 -0.7508 -0.203
C 3.2509 3.9607 0.6448 -0.141
C 2.4631 3.3394 1.8187 -0.178
N 1.1807 2.9118 1.2906 -0.014
C 0.0790 3.4098 1.6792 -0.070
C -1.1714 3.2449 0.9472 -0.129
C -2.3044 3.9046 1.4335 -0.070
C -3.4666 4.0095 0.7003 -0.123
C -3.4812 3.4713 -0.5925 -0.100
C -2.3852 2.8118 -1.1007 -0.030
C -1.2012 2.6179 -0.3416 -0.362
O -0.2253 1.9252 -0.8276 -0.163
C 2.5938 1.7674 -2.4319 -0.181
C 1.7956 0.5032 -2.7943 -0.162
C 2.1752 -0.7913 -2.0717 -0.202
N 1.5944 -0.7849 -0.7254 0.017
C 1.2183 -1.9088 -0.2426 -0.119
C 0.5848 -2.1386 1.0416 -0.167
C 0.4062 -3.4741 1.4371 -0.073
C -0.1269 -3.8046 2.6602 -0.117
C -0.4939 -2.7624 3.5318 -0.110
C -0.3634 -1.4470 3.1683 -0.032
C 0.1706 -1.0745 1.9033 -0.377
O 0.2252 0.1537 1.5543 -0.095
H 4.9786 2.1045 -1.1323 0.099
H 4.3141 0.4630 -0.9887 0.081
H 4.3458 1.4741 0.4286 0.053
H 1.8285 3.7995 -0.9597 0.115
H 3.5161 3.9435 -1.4818 0.121
H 3.0724 5.0394 0.6143 0.109
H 4.3189 3.8143 0.8185 0.106
H 2.3677 4.0540 2.6437 0.117
H 2.9862 2.4510 2.1778 0.083
H 0.0566 4.0860 2.5433 0.130
H -2.2480 4.3547 2.4207 0.103
H -4.3336 4.5169 1.1021 0.084
H -4.3659 3.5788 -1.2111 0.096
H -2.3964 2.4142 -2.1074 0.095
H 3.5563 1.7650 -2.9592 0.118
H 2.0218 2.6179 -2.8052 0.118
H 1.9089 0.3593 -3.8724 0.111
H 0.7396 0.6938 -2.5857 0.083
H 3.2611 -0.8949 -2.0035 0.108
H 1.8100 -1.6547 -2.6372 0.100
H 1.3653 -2.8112 -0.8489 0.131
H 0.7181 -4.2577 0.7523 0.108
H -0.2415 -4.8389 2.9562 0.086
H -0.8918 -3.0052 4.5112 0.098
H -0.6517 -0.6435 3.8348 0.117
F 2.7198 0.8708 4.5978 0.159
C 3.9996 0.6285 4.3063 -0.541
F 4.5382 -0.0020 5.3696 0.140
F 4.6083 1.8292 4.2178 0.139
C 4.1244 -0.1516 2.9500 -0.383
O 3.3829 0.3970 2.0163 -0.114
C 5.6470 -0.1461 2.5366 -0.534
F 6.5232 -0.4248 3.5199 0.140
F 5.8672 -1.0360 1.5517 0.146
F 5.9970 1.0560 2.0485 0.135
C 3.7312 -1.6529 3.2246 -0.532
F 4.6890 -2.3610 3.8661 0.135
F 3.4860 -2.2884 2.0769 0.159
F 2.6231 -1.7371 3.9723 0.161
C -0.9157 -5.0573 -3.2385 -0.105
C -1.5774 -5.0312 -2.0187 -0.091
C -1.9177 -3.8184 -1.4303 -0.098
C -1.6043 -2.6175 -2.0587 -0.364
C -0.9276 -2.6525 -3.2765 -0.135
C -0.5918 -3.8620 -3.8690 -0.099
As -1.9091 -0.8586 -1.2286 1.446
C -3.2896 -0.2637 -2.4831 -0.317
C -3.1047 0.2264 -3.7674 -0.110
C -4.1856 0.7279 -4.4814 -0.097
C -5.4501 0.7522 -3.9014 -0.094
C -5.6402 0.2595 -2.6192 -0.033
C -4.5624 -0.2565 -1.9066 -0.195
C -4.6220 -0.8332 -0.5456 -0.192
C -5.7632 -0.9518 0.2401 -0.034
C -5.6755 -1.5272 1.4996 -0.090
C -4.4543 -1.9869 1.9817 -0.078
C -3.3077 -1.8589 1.2086 -0.081
C -3.3958 -1.2886 -0.0530 -0.305
H -0.6543 -6.0027 -3.6975 0.094
H -1.8245 -5.9586 -1.5162 0.099
H -2.4287 -3.8106 -0.4752 0.093
H -0.6532 -1.7243 -3.7685 0.088
H -0.0636 -3.8718 -4.8150 0.097
H -2.1166 0.2356 -4.2144 0.096
H -4.0408 1.1149 -5.4825 0.095
H -6.2885 1.1620 -4.4510 0.095
H -6.6285 0.2815 -2.1753 0.101
H -6.7204 -0.5972 -0.1236 0.100
H -6.5641 -1.6089 2.1136 0.096
H -4.3919 -2.4353 2.9653 0.100
H -2.3532 -2.1899 1.5969 0.081